*A*
Entry from OMol25: 2 unconnected molecules or ions with the total composition C4H7NO (ωB97M-V/def2-TZVPD).

LUMO level (spin up / spin down) ... -0.654 / -0.658 eV
Gap between HOMO and LUMO (spin up / spin down) ... 8.79 / 8.75 eV

CARTESIAN COORDINATES (ANGSTROEM)
N: 2.606 0.710 0.317
C: 1.700 -0.125 0.063
O: 0.454 0.320 -0.235
C: -0.552 -0.609 -0.413
C: -1.053 -1.326 0.585
C: -1.582 1.901 -0.922
H: 3.484 0.226 0.482
H: 1.779 -1.219 0.031
H: -0.919 -0.634 -1.436
H: -1.862 -2.025 0.403
H: -0.675 -1.228 1.599
H: -0.907 2.369 -0.174
H: -2.472 1.639 -0.302

Atom charges from the natural (NBO) analysis, given in e for atoms 1 to 8:
1. N -0.66
2. C 0.40
3. O -0.52
4. C 0.10
5. C -0.44
6. C -0.18
7. H 0.35
8. H 0.15


*B*
Entry from OMol25: C4H7NO in the gas phase (ωB97M-V/def2-TZVPD).

LUMO level ... 0.955 eV
SMILES ... C[C@@]1(C=O)CN1
Gap between HOMO and LUMO ... 10.82 eV

CARTESIAN COORDINATES (ANGSTROEM)
C: 1.375 -0.629 -0.161
C: -0.020 -0.050 -0.061
C: -1.034 -0.966 0.568
O: -1.925 -1.506 -0.045
C: -0.246 1.399 0.151
N: -0.466 0.784 -1.160
H: 1.375 -1.552 -0.751
H: 2.029 0.090 -0.661
H: 1.785 -0.851 0.830
H: -0.923 -1.120 1.661
H: -1.104 1.713 0.746
H: 0.612 2.068 0.211
H: -1.457 0.621 -1.329

Atom charges from the natural (NBO) analysis, given in e for atoms 1 to 8:
1. C -0.60
2. C -0.05
3. C 0.44
4. O -0.51
5. C -0.25
6. N -0.57
7. H 0.22
8. H 0.23


*C*
Entry from OMol25: C4H7NO in the gas phase (ωB97M-V/def2-TZVPD).

LUMO level ... 1.003 eV
SMILES ... C[C@H]1CN=CO1
Gap between HOMO and LUMO ... 10.60 eV

CARTESIAN COORDINATES (ANGSTROEM)
C: 0.794 0.945 -0.981
C: -0.393 0.069 -0.594
C: 0.007 -1.298 -0.001
N: -0.083 -1.108 1.453
C: -0.731 -0.031 1.603
O: -1.094 0.689 0.519
H: 0.532 1.996 -0.843
H: 1.073 0.795 -2.029
H: 1.669 0.723 -0.360
H: -1.118 -0.003 -1.409
H: -0.688 -2.097 -0.282
H: 1.015 -1.609 -0.293
H: -1.045 0.384 2.556

Atom charges from the natural (NBO) analysis, given in e for atoms 1 to 8:
1. C -0.64
2. C 0.06
3. C -0.28
4. N -0.47
5. C 0.38
6. O -0.50
7. H 0.23
8. H 0.22


*D*
Entry from OMol25: C4H7NO in the gas phase (ωB97M-V/def2-TZVPD).

LUMO level ... 0.863 eV
SMILES ... CCOCC#N
Gap between HOMO and LUMO ... 11.64 eV

CARTESIAN COORDINATES (ANGSTROEM)
C: -1.786 -0.866 0.465
C: -0.524 -0.359 -0.202
O: 0.085 0.627 0.622
C: 1.208 1.219 0.042
C: 2.259 0.260 -0.377
N: 3.057 -0.463 -0.799
H: -2.513 -0.061 0.612
H: -2.243 -1.633 -0.168
H: -1.561 -1.313 1.438
H: -0.752 0.073 -1.190
H: 0.185 -1.185 -0.354
H: 1.622 1.912 0.780
H: 0.961 1.789 -0.867

Atom charges from the natural (NBO) analysis, given in e for atoms 1 to 8:
1. C -0.62
2. C -0.07
3. O -0.51
4. C -0.16
5. C 0.24
6. N -0.31
7. H 0.21
8. H 0.22


Stability check: which of them is least stable? *A*.


*A*
Entry from OMol25: C4H7NO in the gas phase (ωB97M-V/def2-TZVPD).

LUMO level ... 0.970 eV
SMILES ... CC1=NOCC1
Gap between HOMO and LUMO ... 9.96 eV

CARTESIAN COORDINATES (ANGSTROEM)
C: -1.946 -0.344 -0.001
C: -0.446 -0.394 -0.005
N: 0.184 -1.503 -0.002
O: 1.551 -1.287 0.004
C: 1.824 0.132 -0.006
C: 0.458 0.814 0.004
H: -2.359 -0.863 -0.871
H: -2.309 0.689 -0.020
H: -2.350 -0.832 0.891
H: 2.403 0.357 -0.903
H: 2.429 0.359 0.877
H: 0.280 1.419 0.902
H: 0.281 1.454 -0.870

Atom charges from the natural (NBO) analysis, given in e for atoms 1 to 8:
1. C -0.65
2. C 0.20
3. N -0.09
4. O -0.37
5. C -0.10
6. C -0.49
7. H 0.24
8. H 0.22


*B*
Entry from OMol25: a molecular structure, C4H7NO (ωB97M-V/def2-TZVPD).

LUMO level ... 0.740 eV
Gap between HOMO and LUMO ... 9.98 eV

CARTESIAN COORDINATES (ANGSTROEM)
C: -0.095 0.852 -0.593
C: 0.585 0.205 0.599
O: 0.440 0.804 1.853
C: -0.198 -1.111 0.548
C: -0.476 -0.871 -0.876
N: -0.766 -1.308 -2.016
H: 0.539 1.558 -1.186
H: -0.592 -0.243 -2.076
H: -1.005 1.404 -0.310
H: 1.637 0.018 0.334
H: 0.770 1.706 1.788
H: -1.136 -0.978 1.097
H: 0.297 -2.035 0.838

Atom charges from the natural (NBO) analysis, given in e for atoms 1 to 8:
1. C -0.62
2. C 0.10
3. O -0.71
4. C -0.50
5. C 0.30
6. N -0.56
7. H 0.22
8. H 0.43


*C*
Entry from OMol25: C4H7NO in the gas phase (ωB97M-V/def2-TZVPD).

LUMO level ... 0.568 eV
SMILES ... C/C=C\C=N\O
Gap between HOMO and LUMO ... 9.23 eV

CARTESIAN COORDINATES (ANGSTROEM)
C: 0.488 1.390 -1.357
C: 1.237 0.262 -0.920
C: 0.775 -0.746 -0.109
C: -0.611 -0.522 0.582
N: -0.581 -1.425 1.564
O: -1.677 -1.724 2.416
H: 0.905 1.503 -2.494
H: -0.775 1.077 -1.318
H: 0.552 2.255 -0.632
H: 2.418 0.557 -1.104
H: 1.332 -1.693 0.363
H: -1.367 0.327 0.497
H: -2.696 -1.260 2.512

Atom charges from the natural (NBO) analysis, given in e for atoms 1 to 8:
1. C -0.65
2. C -0.19
3. C -0.24
4. C -0.05
5. N -0.07
6. O -0.60
7. H 0.24
8. H 0.19


*D*
Entry from OMol25: C4H7NO in the gas phase (ωB97M-V/def2-TZVPD).

LUMO level ... 0.363 eV
SMILES ... [O-]/C=C/[NH+]1CC1
Gap between HOMO and LUMO ... 7.50 eV

CARTESIAN COORDINATES (ANGSTROEM)
O: 1.569 -0.780 2.698
C: 1.238 -0.466 1.553
C: 0.050 -0.768 0.894
N: -0.044 -0.343 -0.491
C: -0.121 1.108 -0.842
C: -1.295 0.235 -1.025
H: 1.946 0.158 0.922
H: -0.802 -1.322 1.251
H: 0.494 -1.023 -1.016
H: 0.418 1.471 -1.713
H: -0.076 1.731 0.047
H: -2.089 0.262 -0.286
H: -1.586 -0.047 -2.033

Atom charges from the natural (NBO) analysis, given in e for atoms 1 to 8:
1. O -0.67
2. C 0.30
3. C -0.46
4. N -0.35
5. C -0.22
6. C -0.22
7. H 0.06
8. H 0.20


Stability check: which of them is least stable? *C*.


*A*
Entry from OMol25: C4H7NO in the gas phase (ωB97M-V/def2-TZVPD).

LUMO level ... 0.564 eV
Gap between HOMO and LUMO ... 9.37 eV

CARTESIAN COORDINATES (ANGSTROEM)
C: 0.408 -0.422 -1.513
N: 0.050 0.048 -0.190
C: -1.088 0.926 -0.006
C: 0.745 0.000 2.259
C: 0.707 -0.346 0.896
O: 1.676 -1.136 1.020
H: 0.651 0.428 -2.161
H: 1.283 -1.070 -1.429
H: -0.417 -0.986 -1.964
H: -2.034 0.368 -0.024
H: -1.105 1.689 -0.791
H: -0.983 1.427 0.964
H: 0.145 -0.721 2.834

Atom charges from the natural (NBO) analysis, given in e for atoms 1 to 8:
1. C -0.41
2. N -0.41
3. C -0.40
4. C -0.17
5. C 0.51
6. O -0.54
7. H 0.20
8. H 0.24


*B*
Entry from OMol25: a molecular structure, C4H7NO (ωB97M-V/def2-TZVPD).

LUMO level ... 0.998 eV
Gap between HOMO and LUMO ... 8.58 eV

CARTESIAN COORDINATES (ANGSTROEM)
C: 2.208 0.158 0.102
N: 0.966 -0.525 -0.209
C: -0.296 -0.192 0.136
C: -1.439 -0.785 -0.266
C: -2.088 0.502 0.120
O: -0.762 0.984 0.635
H: 2.000 1.083 0.652
H: 2.752 0.429 -0.811
H: 2.860 -0.471 0.723
H: -1.761 -1.806 -0.190
H: 0.755 -1.037 -1.060
H: -2.319 1.195 -0.698
H: -2.878 0.465 0.867

Atom charges from the natural (NBO) analysis, given in e for atoms 1 to 8:
1. C -0.41
2. N -0.62
3. C 0.52
4. C -0.54
5. C -0.06
6. O -0.50
7. H 0.22
8. H 0.20


Stability check: which of them is least stable? *A*.


*A*
Entry from OMol25: C4H7NO in the gas phase (ωB97M-V/def2-TZVPD).

LUMO level ... 1.055 eV
SMILES ... CC1=NCCO1
Gap between HOMO and LUMO ... 10.51 eV

CARTESIAN COORDINATES (ANGSTROEM)
C: 2.120 -0.203 0.130
C: 0.663 0.055 -0.059
N: 0.077 1.178 -0.159
C: -1.352 0.868 -0.291
C: -1.441 -0.603 0.137
O: -0.103 -1.075 -0.074
H: 2.232 -1.082 0.771
H: 2.591 0.662 0.599
H: 2.618 -0.409 -0.823
H: -1.951 1.536 0.335
H: -1.670 1.004 -1.333
H: -2.132 -1.216 -0.442
H: -1.655 -0.714 1.208

Atom charges from the natural (NBO) analysis, given in e for atoms 1 to 8:
1. C -0.67
2. C 0.55
3. N -0.48
4. C -0.28
5. C -0.09
6. O -0.50
7. H 0.23
8. H 0.24


*B*
Entry from OMol25: C4H7NO in the gas phase (ωB97M-V/def2-TZVPD).

LUMO level ... 0.945 eV
SMILES ... CC(=O)N1CC1
Gap between HOMO and LUMO ... 10.71 eV

CARTESIAN COORDINATES (ANGSTROEM)
C: 1.521 0.169 -0.459
C: 0.703 0.445 0.771
O: 0.950 1.359 1.522
N: -0.418 -0.347 1.018
C: -1.161 -1.055 0.020
C: -1.264 0.409 -0.028
H: 1.709 1.130 -0.936
H: 2.450 -0.238 -0.068
H: 1.077 -0.532 -1.177
H: -1.993 -1.556 0.492
H: -0.691 -1.605 -0.793
H: -2.019 1.003 0.458
H: -0.834 0.903 -0.916

Atom charges from the natural (NBO) analysis, given in e for atoms 1 to 8:
1. C -0.74
2. C 0.68
3. O -0.57
4. N -0.43
5. C -0.24
6. C -0.25
7. H 0.24
8. H 0.25


*C*
Entry from OMol25: a molecular structure, C4H7NO (ωB97M-V/def2-TZVPD).

LUMO level ... 0.467 eV
Gap between HOMO and LUMO ... 9.60 eV

CARTESIAN COORDINATES (ANGSTROEM)
C: -0.950 -2.045 -0.102
C: -0.016 -0.956 -0.359
C: -0.274 0.408 -0.078
C: 0.776 1.306 -0.320
H: -0.496 -2.786 0.981
H: -2.043 -1.643 0.273
H: -1.185 -2.841 -0.896
H: 1.088 -1.426 -0.729
H: -1.258 0.539 0.422
H: 0.376 2.622 1.344
H: 1.638 3.170 0.375
N: 0.843 2.326 0.494
O: 1.501 1.326 -1.405

Atom charges from the natural (NBO) analysis, given in e for atoms 1 to 8:
1. C -0.66
2. C -0.09
3. C -0.35
4. C 0.58
5. H 0.21
6. H 0.21
7. H 0.25
8. H 0.23


*D*
Entry from OMol25: C4H7NO in the gas phase (ωB97M-V/def2-TZVPD).

LUMO level ... 1.014 eV
SMILES ... C[C@H]1CN=CO1
Gap between HOMO and LUMO ... 10.64 eV

CARTESIAN COORDINATES (ANGSTROEM)
C: 0.081 -1.121 1.109
C: -0.499 -0.432 -0.122
C: -0.658 1.102 -0.064
N: 0.577 1.622 -0.662
C: 1.078 0.631 -1.270
O: 0.470 -0.579 -1.195
H: 0.020 -2.209 1.003
H: 1.137 -0.857 1.222
H: -0.448 -0.836 2.024
H: -1.423 -0.923 -0.439
H: -1.501 1.426 -0.689
H: -0.813 1.510 0.939
H: 1.985 0.658 -1.866

Atom charges from the natural (NBO) analysis, given in e for atoms 1 to 8:
1. C -0.63
2. C 0.07
3. C -0.28
4. N -0.47
5. C 0.37
6. O -0.50
7. H 0.22
8. H 0.22


Stability check: which of them is least stable? *C*.


*A*
Entry from OMol25: C4H7NO in the gas phase (ωB97M-V/def2-TZVPD).

LUMO level ... -0.192 eV
Gap between HOMO and LUMO ... 8.62 eV

CARTESIAN COORDINATES (ANGSTROEM)
O: -1.210 1.172 -1.514
N: -0.341 0.084 -1.473
C: 0.199 -0.071 -0.326
C: -0.077 0.795 0.877
C: -0.835 0.299 2.029
C: 1.145 -1.227 -0.179
H: -1.527 1.149 -2.425
H: 0.783 1.420 1.153
H: -0.869 1.536 0.602
H: 2.111 -0.902 0.224
H: -1.421 -0.578 1.665
H: 1.305 -1.704 -1.148
H: 0.736 -1.973 0.514

Atom charges from the natural (NBO) analysis, given in e for atoms 1 to 8:
1. O -0.59
2. N -0.14
3. C 0.22
4. C -0.67
5. C 0.00
6. C -0.65
7. H 0.48
8. H 0.24


*B*
Entry from OMol25: C4H7NO in the gas phase (ωB97M-V/def2-TZVPD).

LUMO level (spin up / spin down) ... -1.510 / -1.123 eV
Gap between HOMO and LUMO (spin up / spin down) ... 6.89 / 7.46 eV

CARTESIAN COORDINATES (ANGSTROEM)
C: 0.138 1.422 0.778
C: 0.090 0.024 0.235
C: -1.012 -0.474 -0.720
N: -0.613 0.085 -1.863
C: 0.885 -1.061 0.544
O: 0.666 -2.172 -0.049
H: 1.145 1.675 1.128
H: -0.145 2.161 0.025
H: -0.551 1.541 1.626
H: -0.539 -1.656 -0.585
H: -2.064 -0.334 -0.460
H: 0.365 -0.191 -1.999
H: 1.634 -1.021 1.340

Atom charges from the natural (NBO) analysis, given in e for atoms 1 to 8:
1. C -0.64
2. C -0.09
3. C -0.28
4. N -0.38
5. C 0.22
6. O -0.59
7. H 0.22
8. H 0.24


*C*
Entry from OMol25: C4H7NO in the gas phase (ωB97M-V/def2-TZVPD).

LUMO level ... 0.941 eV
SMILES ... C[C@H]1CC(=O)N1
Gap between HOMO and LUMO ... 10.67 eV

CARTESIAN COORDINATES (ANGSTROEM)
C: 1.330 0.633 -0.706
C: -0.069 0.571 -0.115
C: -0.943 -0.655 -0.499
C: -0.917 -0.999 1.002
O: -1.408 -1.840 1.714
N: -0.105 0.076 1.265
H: 1.983 1.257 -0.086
H: 1.763 -0.372 -0.745
H: 1.323 1.051 -1.718
H: -0.593 1.528 -0.230
H: -1.946 -0.420 -0.864
H: -0.467 -1.389 -1.155
H: 0.049 0.560 2.138

Atom charges from the natural (NBO) analysis, given in e for atoms 1 to 8:
1. C -0.62
2. C -0.03
3. C -0.51
4. C 0.69
5. O -0.58
6. N -0.63
7. H 0.21
8. H 0.21


Stability check: which of them is least stable? *A*.


*A*
Entry from OMol25: a molecular structure, C4H7NO (ωB97M-V/def2-TZVPD).

LUMO level ... 0.901 eV
Gap between HOMO and LUMO ... 10.05 eV

CARTESIAN COORDINATES (ANGSTROEM)
C: -0.699 0.614 -1.905
C: -0.374 0.206 -0.509
N: -0.947 -0.667 0.210
C: -0.261 -0.602 1.515
C: 1.031 0.103 1.169
O: 0.703 0.879 0.053
H: -0.983 1.671 -1.927
H: -1.520 0.008 -2.293
H: 0.182 0.494 -2.542
H: -0.929 -0.067 2.204
H: -0.059 -1.586 1.927
H: 1.774 -0.948 0.690
H: 2.080 -0.104 1.407

Atom charges from the natural (NBO) analysis, given in e for atoms 1 to 8:
1. C -0.67
2. C 0.54
3. N -0.46
4. C -0.29
5. C -0.12
6. O -0.50
7. H 0.24
8. H 0.24


*B*
Entry from OMol25: a molecular structure, C4H7NO (ωB97M-V/def2-TZVPD).

LUMO level ... 1.002 eV
Gap between HOMO and LUMO ... 9.82 eV

CARTESIAN COORDINATES (ANGSTROEM)
O: -1.033 1.692 -0.164
C: -0.775 0.371 -0.528
C: 0.667 0.053 -1.011
C: 0.915 -0.700 0.315
N: 0.782 0.080 1.460
C: -0.562 -0.580 0.671
H: -0.338 1.907 0.483
H: -1.567 0.052 -1.210
H: 1.309 0.919 -1.196
H: 0.670 -0.608 -1.884
H: 1.433 -1.663 0.357
H: -0.503 -0.036 1.740
H: -1.082 -1.502 0.927

Atom charges from the natural (NBO) analysis, given in e for atoms 1 to 8:
1. O -0.70
2. C 0.11
3. C -0.45
4. C -0.05
5. N -0.53
6. C -0.32
7. H 0.48
8. H 0.19


*C*
Entry from OMol25: C4H7NO in the gas phase (ωB97M-V/def2-TZVPD).

LUMO level ... 0.768 eV
SMILES ... CN1CC(=O)C1
Gap between HOMO and LUMO ... 9.08 eV

CARTESIAN COORDINATES (ANGSTROEM)
C: -1.733 -0.022 -0.109
N: -0.349 0.004 0.001
C: 0.690 -1.043 0.107
C: 1.698 -0.004 -0.021
O: 2.865 -0.006 -0.150
C: 0.679 1.061 0.071
H: -2.191 0.342 0.904
H: -2.223 -0.950 -0.368
H: -2.166 0.586 -0.954
H: 0.804 -1.613 1.011
H: 0.623 -1.795 -0.772
H: 0.622 1.648 1.111
H: 0.680 1.791 -0.833

Atom charges from the natural (NBO) analysis, given in e for atoms 1 to 8:
1. C -0.40
2. N -0.45
3. C -0.31
4. C 0.57
5. O -0.49
6. C -0.30
7. H 0.17
8. H 0.22


Stability check: which of them is least stable? *B*.